A molecular structure, C44H49ClN5OP4STl, computed with wB97M-V/def2-TZVPD.

Atoms and positions in Å:
Tl  1.0886  0.1315  0.4292
O  -3.0860  0.8974  -0.4628
S  -2.2222  -0.1999  0.0569
C  -2.9742  -0.8028  1.5845
C  -4.2057  -1.4500  1.5622
C  -4.7683  -1.8907  2.7445
C  -4.1040  -1.6913  3.9496
C  -2.8860  -1.0333  3.9749
C  -2.3021  -0.5753  2.7920
P  -0.7211  0.3587  2.8316
C  0.1993  -0.4974  4.1574
C  0.0170  -0.2307  5.5158
C  0.6960  -0.9763  6.4696
C  1.5700  -1.9826  6.0793
C  1.7730  -2.2426  4.7317
C  1.0899  -1.5036  3.7770
C  -1.2544  1.9430  3.5536
C  -0.3284  2.7316  4.2402
C  -0.7054  3.9651  4.7510
C  -2.0015  4.4268  4.5657
C  -2.9176  3.6627  3.8559
C  -2.5456  2.4278  3.3407
C  -2.5317  -1.6666  -0.9253
C  -3.6831  -1.7021  -1.6958
C  -4.0666  -2.8998  -2.2813
C  -3.3197  -4.0484  -2.0533
C  -2.1478  -3.9923  -1.3118
C  -1.7011  -2.7831  -0.7783
P  -0.0679  -2.7014  0.0708
C  -0.2449  -4.0557  1.2882
C  -1.0270  -3.8216  2.4193
C  -1.2724  -4.8398  3.3264
C  -0.7340  -6.1024  3.1128
C  0.0515  -6.3387  1.9942
C  0.3022  -5.3209  1.0825
C  1.1371  -3.4225  -1.0982
C  0.8386  -3.9812  -2.3391
C  1.8409  -4.5790  -3.0942
C  3.1380  -4.6492  -2.6067
C  3.4410  -4.1031  -1.3664
C  2.4518  -3.4689  -0.6293
H  -4.7289  -1.6028  0.6269
H  -5.7257  -2.3961  2.7264
H  -4.5380  -2.0509  4.8747
H  -2.3740  -0.8923  4.9166
H  -0.6485  0.5641  5.8302
H  0.5390  -0.7702  7.5207
H  2.0952  -2.5622  6.8279
H  2.4632  -3.0201  4.4273
H  1.2415  -1.7165  2.7249
H  0.6839  2.3706  4.3903
H  0.0134  4.5670  5.2920
H  -2.2975  5.3882  4.9668
H  -3.9261  4.0242  3.7034
H  -3.2680  1.8435  2.7810
H  -4.2699  -0.7959  -1.8030
H  -4.9653  -2.9440  -2.8829
H  -3.6499  -4.9966  -2.4585
H  -1.5796  -4.8980  -1.1379
H  -1.4474  -2.8411  2.5939
H  -1.8851  -4.6481  4.1986
H  -0.9183  -6.8988  3.8226
H  0.4691  -7.3232  1.8261
H  0.9212  -5.5275  0.2194
H  -0.1701  -3.9580  -2.7245
H  1.6007  -5.0081  -4.0593
H  3.9134  -5.1284  -3.1916
H  4.4455  -4.1841  -0.9695
H  2.6946  -3.0288  0.3352
C  4.9752  -0.9705  -1.3727
P  3.7202  0.3541  -1.2453
C  4.8138  1.8059  -1.0297
C  3.2093  0.4936  -3.0042
C  1.9281  1.3230  -3.1474
P  0.4725  0.5558  -2.3248
C  0.1965  -0.8955  -3.3905
C  -0.9016  1.6580  -2.8014
H  5.7407  -0.6930  -2.0995
H  4.4978  -1.8962  -1.6822
H  5.4523  -1.1304  -0.4044
H  5.6227  1.7735  -1.7616
H  5.2466  1.7913  -0.0292
H  4.2479  2.7306  -1.1435
H  3.0633  -0.5183  -3.3907
H  4.0236  0.9436  -3.5758
H  1.6583  1.4374  -4.1998
H  2.0648  2.3145  -2.7165
H  0.2538  -0.5824  -4.4348
H  -0.7933  -1.3117  -3.1914
H  0.9412  -1.6657  -3.2037
H  -0.5617  2.6939  -2.8054
H  -1.7364  1.5636  -2.1060
H  -1.2353  1.3853  -3.8030
Cl  2.8299  2.6967  1.7010
C  2.5695  1.0156  2.0018
H  2.0537  0.8527  2.9396
H  3.4820  0.4407  1.8937
N  0.6009  5.4634  -1.6440
N  0.2347  4.4404  -0.8079
N  -0.8841  4.4749  -0.1254
C  -0.8908  3.2669  0.4251
N  0.1929  2.5616  0.0775
N  0.9062  3.3356  -0.7297
H  0.0804  6.2988  -1.4204
H  1.6023  5.5823  -1.6816
H  -1.6891  2.9106  1.0528

## Properties
- energy relative to the best compared isomer or geometry (same formula, charge and spin) (kJ/mol) = 31.0
- charge = +2
- Kohn-Sham gap (eV) = 6.37
- 2S+1 = 1
- HOMO (eV) = -12.7

***

3 unconnected molecules or ions with the total composition C2H13N2O2, computed with wB97M-V/def2-TZVPD.

Atoms and positions in Å:
C  -1.2458  -1.6864  -1.1112
N  -0.5062  -2.4947  -0.1880
C  -0.7568  -0.1593  -1.1908
N  -0.1136  0.3667  0.0748
H  -2.2748  -1.7100  -0.7629
H  -1.0509  -2.0821  -2.1122
H  -0.9727  -2.9148  0.6171
H  0.3272  -3.0135  -0.4829
H  -1.6759  0.3910  -1.3505
H  -0.0200  -0.0448  -1.9749
H  -0.6787  0.5090  0.9127
H  0.5843  -0.3039  0.3903
H  0.3402  1.2506  -0.1825
H  -0.3929  3.6052  0.4747
H  1.0601  3.3199  0.5905
O  0.2145  3.0464  0.9778
H  2.1095  1.0960  2.3429
H  2.8377  0.0450  1.5367
O  2.2148  0.7797  1.4383

## Properties
- energy relative to the best compared isomer or geometry (same formula, charge and spin) (kJ/mol) = 76.2
- charge = +2
- Kohn-Sham gap (alpha / beta) (eV) = 11.15 / 5.67
- 2S+1 = 2
- HOMO (alpha / beta) (eV) = -18.9 / -18.9
- ⟨S²⟩ = 0.755

***

10 unconnected molecules or ions with the total composition C13H44F6O9P, computed with wB97M-V/def2-TZVPD.

Atoms and positions in Å:
P  -0.1388  0.3169  -0.2312
F  0.0359  -0.4490  1.1764
F  -1.3658  1.3116  0.3831
F  1.0004  1.4863  -0.0158
F  -0.4082  0.7883  -1.7289
F  1.0203  -0.6977  -0.8633
F  -1.3436  -0.7715  -0.4741
C  -3.9727  -3.7463  0.2172
C  -4.6009  -2.3778  0.2626
O  -3.5865  -1.6042  0.9757
H  -4.7724  -4.4857  0.2609
H  -3.4371  -3.9570  1.1429
H  -3.2300  -3.7783  -0.5799
H  -5.5505  -2.3513  0.7970
H  -4.8368  -2.0062  -0.7346
H  -2.9685  -1.1710  0.3823
C  -1.1044  5.3944  -3.1377
C  -1.1299  3.9914  -2.5707
O  -0.4520  3.8777  -1.3143
H  -1.5969  6.0562  -2.4253
H  -1.7384  5.4809  -4.0200
H  -0.0909  5.7308  -3.3563
H  -0.7098  3.2826  -3.2843
H  -2.1329  3.6059  -2.3874
H  -0.6013  2.9917  -0.9761
O  -3.3394  0.8727  -1.2247
H  -2.5853  1.1530  -0.7060
H  -3.9535  1.6050  -1.1704
O  -0.7898  -2.4859  2.4531
H  -0.7093  -1.5377  2.3501
H  -0.9561  -2.8102  1.5680
O  2.3589  3.5026  -0.9468
H  1.8242  2.7399  -0.7262
H  1.7636  4.0846  -1.4191
O  -2.4566  -0.7793  -3.1696
H  -2.7787  -0.0827  -2.5976
H  -1.5043  -0.7424  -3.0800
C  4.5198  -2.7962  2.3392
C  3.4336  -1.7445  1.9397
C  4.1004  -0.5370  1.2319
O  2.4897  -2.2806  1.0666
H  5.0896  -2.3147  3.1339
H  5.1892  -3.1613  1.5603
H  3.9752  -3.7061  2.5916
H  2.9333  -1.3753  2.8350
H  4.5342  0.1849  1.9238
H  3.2994  0.0267  0.7536
H  4.7668  -0.8051  0.4121
H  2.0906  -1.6209  0.4946
C  0.5023  4.1660  1.8561
C  1.5539  4.4705  2.9860
C  2.9847  4.1157  2.5258
O  1.5154  5.8544  3.3250
H  0.6772  4.6525  0.8966
H  -0.4052  4.5290  2.3388
H  0.5692  3.0796  1.9135
H  1.3405  3.9083  3.8952
H  3.7562  4.4672  3.2109
H  3.1766  4.3665  1.4826
H  3.0643  3.0286  2.5302
H  2.1221  5.9873  4.0570
C  -0.4721  -5.8102  -1.0154
C  -0.1292  -4.4811  -1.4869
C  -1.0160  -3.9537  -2.7114
O  -0.1870  -3.5473  -0.4614
H  0.2245  -6.2323  -0.2911
H  -0.4301  -6.4193  -1.9184
H  -1.4080  -6.0337  -0.5033
H  0.9104  -4.3105  -1.7664
H  -0.9092  -4.5473  -3.6193
H  -0.6743  -2.9921  -3.0945
H  -2.0716  -3.9439  -2.4398
H  -0.2787  -2.6620  -0.8212

## Properties
- energy relative to the best compared isomer or geometry (same formula, charge and spin) (kJ/mol) = 155.0
- charge = -1
- Kohn-Sham gap (eV) = 9.61
- 2S+1 = 1
- HOMO (eV) = -7.0

***

A molecular structure, C37H43FeNO2P, computed with wB97M-V/def2-TZVPD.

Atoms and positions in Å:
O  2.5310  -6.0936  -1.7632
C  3.5795  -6.7138  -0.9730
C  3.7748  -7.8892  -1.9259
H  3.1805  -6.9865  0.0107
H  4.4572  -6.0625  -0.8800
C  2.6129  -7.2058  -2.6910
H  3.5105  -8.8644  -1.5045
H  4.7261  -7.8825  -2.4667
C  1.3537  -8.0460  -2.6712
H  1.1266  -8.3751  -1.6518
H  1.5027  -8.9249  -3.3156
H  0.5040  -7.4679  -3.0479
C  2.9669  -6.7604  -4.0943
H  3.8732  -6.1431  -4.0884
H  2.1371  -6.1797  -4.5147
H  3.1306  -7.6492  -4.7219
Fe  -0.4615  0.2411  -0.0052
C  1.0589  2.4671  -1.2102
C  1.7261  2.4751  0.0305
C  2.0556  1.1429  0.3862
H  2.0074  3.3685  0.5844
C  1.5839  0.2673  -0.6647
C  0.8607  1.1140  -1.6170
H  0.4821  0.7877  -2.5830
H  0.8148  3.3460  -1.8007
H  2.6136  0.8149  1.2611
H  1.9849  -0.7250  -0.8729
C  -2.5536  0.0424  -0.1344
C  -1.9501  -0.0588  -1.4313
C  -1.0539  -1.1769  -1.4069
H  -2.2043  0.5452  -2.3008
C  -1.1033  -1.7639  -0.0959
C  -2.0218  -1.0085  0.6885
H  -2.3371  -1.2403  1.7021
H  -3.3369  0.7354  0.1522
H  -0.5163  -1.5844  -2.2553
H  -0.6301  -2.6953  0.1976
O  1.1672  -4.4922  0.0147
C  1.6473  -3.6624  -1.0713
C  3.1275  -3.3203  -0.8470
H  1.0485  -2.7266  -1.0865
H  1.4785  -4.1750  -2.0273
C  3.3412  -3.5687  0.6578
H  3.3400  -2.2907  -1.1452
H  3.7380  -4.0030  -1.4436
C  1.9978  -4.1692  1.1544
H  3.5743  -2.6253  1.1815
H  4.1499  -4.2973  0.8257
H  1.5013  -3.4216  1.8008
H  2.1291  -5.0714  1.7619
N  -0.7257  1.2982  1.3135
P  -1.3117  2.5688  2.1151
C  -1.3299  4.0345  1.0425
C  -2.1175  4.0251  -0.1239
C  -2.0846  5.1069  -1.0080
C  -1.2257  6.1876  -0.7685
C  -0.4111  6.1857  0.3693
C  -0.4540  5.1149  1.2663
C  -2.9958  2.2102  2.6560
C  -4.0494  3.1016  2.3975
C  -5.3425  2.7949  2.8275
C  -5.5871  1.6163  3.5379
C  -4.5349  0.7324  3.8060
C  -3.2433  1.0180  3.3579
C  -0.3499  2.9483  3.5844
C  0.9530  2.4578  3.7524
C  1.6990  2.8607  4.8624
C  1.1248  3.6763  5.8440
C  -0.1963  4.1134  5.7038
C  -0.9322  3.7587  4.5749
H  -2.7598  3.1655  -0.3451
H  -2.7257  5.0986  -1.8936
H  -1.1770  7.0176  -1.4786
H  0.2754  7.0155  0.5522
H  0.2009  5.1143  2.1421
H  -3.8588  4.0364  1.8713
H  -6.1572  3.4861  2.6069
H  -6.5976  1.3870  3.8851
H  -4.7162  -0.1844  4.3687
H  -2.4194  0.3301  3.5647
H  1.3736  1.7750  3.0108
H  2.7348  2.5363  4.9615
H  1.7025  3.9688  6.7228
H  -0.6554  4.7436  6.4643
H  -1.9577  4.1069  4.4544

## Properties
- energy relative to the best compared isomer or geometry (same formula, charge and spin) (kJ/mol) = 3.5
- Kohn-Sham gap (alpha / beta) (eV) = 6.73 / 7.13
- 2S+1 = 6
- HOMO (alpha / beta) (eV) = -6.0 / -6.9
- ⟨S²⟩ = 8.799

***

- The highest energy relative to the best compared isomer or geometry (same formula, charge and spin) belongs to which entry?
  C13H44F6O9P

***

- Which formula does entry 3 have?
  C13H44F6O9P